# 1
Entry from the OMol25 dataset: a cluster of 2 separate species, C3H10OS in total (the ωB97M-V functional and the def2-TZVPD basis).

The geometry in XYZ format:
```
15
Properties=species:S:1:pos:R:3:lowdin_charge:R:1
C 0.37 1.46 -2.82 -0.130
O -0.71 1.35 -1.86 -0.140
H -0.52 0.53 -1.38 0.030
H 0.76 0.47 -3.02 0.073
H -0.05 1.88 -3.73 0.075
H 1.16 2.09 -2.41 0.074
C 0.27 -2.03 0.60 -0.459
C -0.97 0.34 1.37 -0.388
S 0.58 -0.60 1.63 0.727
H -0.29 -2.86 1.04 0.036
H -0.32 -1.74 -0.27 0.022
H 1.23 -2.44 0.30 0.025
H -1.68 0.08 2.15 0.029
H -1.24 0.12 0.36 -0.009
H -0.72 1.39 1.47 0.033
```

Output
* Kohn-Sham gap: 9.455 eV
* HOMO energy: -0.317 Eh
* structure (SMILES): CSC.CO
* lowest unoccupied orbital energy: 0.83 eV
* DFT total energy: -16154.993 eV

# 2
Entry from the OMol25 dataset: a cluster of 2 separate species, C20H20BF6N2 in total (the ωB97M-V functional and the def2-TZVPD basis).

The geometry in XYZ format:
```
49
Properties=species:S:1:pos:R:3:lowdin_charge:R:1
F 5.34 2.04 -0.38 0.136
C 5.11 2.19 0.97 -0.502
F 6.06 1.46 1.61 0.136
F 5.36 3.51 1.26 0.138
C 3.70 1.80 1.32 -0.072
C 3.45 0.74 2.19 0.034
C 2.14 0.34 2.41 0.041
C 1.02 1.00 1.80 -0.176
C -0.27 0.43 2.04 0.135
C -1.57 0.95 1.75 -0.160
C -1.91 1.92 0.77 0.029
C -3.22 2.35 0.60 0.030
C -4.25 1.78 1.34 -0.072
C -5.67 2.17 1.02 -0.502
F -6.59 1.52 1.77 0.135
F -5.87 3.51 1.21 0.137
F -5.97 1.91 -0.30 0.137
C -3.97 0.84 2.32 0.034
C -2.66 0.44 2.54 0.045
C 1.33 2.18 1.06 0.029
C 2.65 2.51 0.76 0.026
H 4.28 0.22 2.65 0.139
H 1.96 -0.46 3.12 0.137
H -0.26 -0.48 2.63 0.139
H -1.13 2.36 0.14 0.104
H -3.45 3.12 -0.13 0.141
H -4.78 0.42 2.91 0.138
H -2.45 -0.24 3.36 0.134
H 0.55 2.87 0.77 0.110
H 2.87 3.34 0.09 0.143
H -0.30 -1.97 0.22 0.006
B -0.30 -2.94 -0.59 -0.344
H 0.38 -3.86 -0.14 0.030
H -1.47 -3.31 -0.77 0.029
C 0.29 -2.58 -2.00 -0.205
N 0.42 -3.33 -3.12 -0.072
C 0.04 -4.72 -3.29 0.004
C 0.99 -2.57 -4.12 -0.031
C 1.22 -1.33 -3.59 -0.042
N 0.78 -1.35 -2.30 -0.081
C 0.86 -0.25 -1.37 -0.040
H 0.28 -5.03 -4.31 0.095
H 0.58 -5.37 -2.59 0.106
H -1.04 -4.87 -3.12 0.105
H 1.19 -2.95 -5.10 0.126
H 1.65 -0.46 -4.07 0.122
H 1.28 0.64 -1.86 0.099
H -0.14 0.00 -0.97 0.083
H 1.49 -0.51 -0.50 0.091
```

Output
* Kohn-Sham gap: 4.540 eV
* HOMO energy: -0.408 Eh
* net charge: +1
* lowest unoccupied orbital energy: -6.55 eV
* DFT total energy: -41018.577 eV

# 3
Entry from the OMol25 dataset: a structure of composition C27H26BrFPrSe3Te (the ωB97M-V functional and the def2-TZVPD basis).

The geometry in XYZ format:
```
60
Properties=species:S:1:pos:R:3:lowdin_spin:R:1
Pr 8.64 8.21 9.22 2.196
C 10.73 4.74 12.67 0.000
C 10.04 5.72 13.68 0.000
C 8.81 5.13 14.42 0.000
C 9.74 7.13 13.07 0.000
C 10.45 7.70 11.99 -0.001
C 10.21 9.08 11.73 0.000
C 9.55 9.91 12.68 -0.001
C 9.66 11.42 12.67 0.000
C 8.84 9.30 13.77 -0.001
C 8.96 7.93 13.94 -0.002
H 10.86 3.71 13.08 0.000
H 11.73 5.12 12.47 0.000
H 10.21 4.75 11.66 0.000
H 10.85 5.94 14.45 0.000
H 7.89 5.43 13.98 0.000
H 8.79 5.57 15.41 0.000
H 8.92 4.09 14.50 0.000
H 11.13 7.18 11.36 0.000
H 10.79 9.58 10.93 0.000
H 10.65 11.79 12.31 0.000
H 9.60 11.67 13.73 0.000
H 8.86 11.92 12.17 0.000
H 8.18 9.86 14.37 0.000
H 8.65 7.48 14.89 0.000
Se 6.72 10.33 9.63 -0.080
Se 6.14 8.33 10.99 -0.188
Te 5.90 5.96 9.95 -0.053
Se 8.27 5.36 9.53 -0.001
Br 7.82 8.15 6.21 -0.002
C 7.35 10.01 6.11 -0.005
C 6.43 10.32 5.10 0.022
C 6.56 11.66 4.59 -0.010
C 7.36 12.63 5.22 0.018
C 8.14 12.31 6.33 0.003
C 8.94 13.20 7.08 0.048
C 9.49 12.82 8.33 -0.006
C 9.14 11.58 8.91 0.039
C 8.27 10.73 8.26 0.005
C 8.00 10.94 6.87 0.024
H 5.84 9.57 4.56 0.002
H 6.08 11.92 3.64 -0.001
H 7.35 13.66 4.86 0.001
H 9.10 14.24 6.74 0.003
H 10.13 13.56 8.84 -0.001
H 9.62 11.24 9.90 0.003
F 15.63 10.85 7.58 -0.001
C 14.44 10.22 7.67 -0.002
C 13.45 10.48 6.73 0.000
C 12.28 9.71 6.82 -0.002
C 12.12 8.68 7.75 0.000
C 10.94 7.89 7.66 -0.005
C 13.12 8.50 8.77 -0.002
C 14.28 9.23 8.63 0.000
H 13.59 11.22 5.99 0.000
H 11.58 9.85 6.03 0.000
H 10.93 6.86 8.01 0.000
H 10.35 8.10 6.75 0.001
H 13.12 7.69 9.44 0.000
H 15.07 9.03 9.40 0.000
```

Output
* Kohn-Sham gap (alpha / beta): 4.861 / 4.970 eV
* multiplicity: 3
* HOMO energy (alpha / beta): -0.115 / -0.116 Eh
* net charge: -1
* expectation value of S²: 2.27
* lowest unoccupied orbital energy (alpha / beta): 1.74 / 1.80 eV
* DFT total energy: -318581.410 eV

# 4
Entry from the OMol25 dataset: a structure of composition C7H11O7PY (the ωB97M-V functional and the def2-TZVPD basis).

The geometry in XYZ format:
```
27
Properties=species:S:1:pos:R:3:lowdin_charge:R:1
Y 0.17 0.30 0.30 1.254
C 0.97 -1.91 0.91 -0.028
O 1.35 -2.98 1.13 0.270
C 1.71 -0.84 -1.31 -0.007
O 2.39 -1.34 -2.08 0.265
C 2.35 0.62 1.45 0.054
O 3.35 0.89 1.95 0.254
C -1.31 -1.06 -1.02 -0.030
O -2.09 -1.73 -1.53 0.250
H -0.89 2.05 -1.31 0.086
H -0.23 2.05 -1.72 0.119
C -5.05 1.78 2.14 -0.038
O -3.69 1.29 2.32 -0.332
P -2.66 0.80 1.13 1.034
O -1.11 1.70 1.58 -0.573
C -1.09 2.89 2.40 -0.051
O -2.01 -0.63 1.76 -0.465
C -1.90 -0.98 3.16 -0.037
H -5.64 1.10 1.51 0.105
H -5.06 2.78 1.69 0.110
H -5.51 1.82 3.13 0.117
H -0.73 3.74 1.78 0.115
H -2.09 3.11 2.78 0.100
H -0.40 2.73 3.24 0.109
H -0.84 -0.94 3.44 0.090
H -2.53 -0.34 3.78 0.109
H -2.23 -2.02 3.24 0.120
```

Output
* Kohn-Sham gap: 7.428 eV
* HOMO energy: -0.778 Eh
* net charge: +3
* lowest unoccupied orbital energy: -13.73 eV
* DFT total energy: -32070.085 eV

# 5
Entry from the OMol25 dataset: a structure of composition C27H34IN5O3PdSSe2 (the ωB97M-V functional and the def2-TZVPD basis).

The geometry in XYZ format:
```
74
Properties=species:S:1:pos:R:3:lowdin_charge:R:1
Pd -0.63 0.07 0.29 0.236
O -6.27 0.91 -0.98 -0.056
C -5.80 -0.13 -0.13 -0.220
C -4.27 -0.03 0.00 -0.589
C -3.64 -0.36 -1.36 -0.265
O -3.81 -1.72 -1.71 -0.085
C -3.90 1.40 0.40 -0.512
Se -2.16 1.62 1.27 0.550
C -3.88 -0.99 1.11 -0.546
Se -2.06 -1.69 1.04 0.712
H -7.19 0.73 -1.20 0.088
H -6.04 -1.12 -0.55 0.127
H -6.25 -0.05 0.86 0.127
H -2.57 -0.09 -1.35 0.069
H -4.13 0.24 -2.13 0.126
H -3.12 -2.20 -1.23 0.020
H -4.61 1.76 1.15 0.066
H -3.96 2.07 -0.46 0.059
H -4.52 -1.87 1.11 0.068
H -3.99 -0.49 2.07 0.050
C -1.07 5.72 -0.73 -0.067
C -0.54 5.74 -2.17 -0.412
C -1.63 5.34 -3.15 -0.074
C 0.71 4.89 -2.32 -0.110
N 0.45 3.47 -2.12 -0.094
C 0.00 2.53 -2.97 -0.132
N -0.24 1.43 -2.29 0.073
N 0.06 1.74 -1.02 -0.157
N 0.48 2.94 -0.90 0.075
H -1.96 6.33 -0.65 0.081
H -0.33 6.11 -0.03 0.082
H -1.33 4.71 -0.42 0.058
H -0.22 6.76 -2.41 0.136
H -2.09 4.39 -2.87 0.079
H -1.25 5.24 -4.17 0.077
H -2.42 6.09 -3.17 0.082
H 1.46 5.16 -1.58 0.131
H 1.14 5.00 -3.32 0.130
H -0.12 2.67 -4.02 0.131
O 0.60 -1.83 -0.27 -0.636
S 1.88 -2.59 -0.07 1.016
C 2.33 -2.38 1.65 -0.373
C 1.42 -1.71 2.43 -0.116
C 1.69 -1.49 3.77 -0.076
C 2.88 -1.96 4.30 -0.072
C 3.81 -2.63 3.50 -0.076
C 3.53 -2.84 2.15 -0.079
C 1.47 -4.33 -0.04 -0.368
C 2.46 -5.24 -0.35 -0.093
C 2.17 -6.59 -0.30 -0.079
C 0.90 -7.01 0.05 -0.078
C -0.09 -6.08 0.33 -0.060
C 0.18 -4.73 0.29 -0.055
H 0.54 -1.36 1.92 0.011
H 0.98 -0.96 4.38 0.110
H 3.11 -1.80 5.35 0.103
H 4.74 -2.98 3.91 0.102
H 4.24 -3.35 1.52 0.108
H 3.45 -4.90 -0.64 0.105
H 2.94 -7.32 -0.54 0.104
H 0.67 -8.07 0.08 0.104
H -1.09 -6.42 0.59 0.110
H -0.58 -3.99 0.50 0.045
I 1.64 2.08 2.39 0.920
C 3.20 1.22 1.30 -0.784
C 4.50 1.30 1.79 -0.132
C 5.50 0.75 1.01 -0.069
C 5.18 0.17 -0.21 -0.064
C 3.85 0.15 -0.59 -0.162
N 2.87 0.66 0.16 0.019
H 4.70 1.76 2.74 0.090
H 6.53 0.78 1.35 0.108
H 5.93 -0.27 -0.84 0.102
H 3.54 -0.31 -1.52 0.105
```

Output
* Kohn-Sham gap: 7.112 eV
* HOMO energy: -0.248 Eh
* lowest unoccupied orbital energy: 0.36 eV
* DFT total energy: -195250.511 eV

F_max in eV Å⁻¹, matching the order above: 1.5, 2.3, 3.4, 6.8, 0.7